{"formula": "C4H7NO2", "method": "ωB97M-V with the def2-TZVPD basis set", "species": ["C", "C", "C", "O", "N", "O", "C", "H", "H", "H", "H", "H", "H", "H"], "positions_angstrom": [[0.35847, -1.78249, -0.68414], [0.73553, -1.08287, 0.42038], [0.80671, 0.27743, 0.65477], [1.52118, 0.63116, 1.45954], [-0.11792, 1.17251, 0.03469], [-0.75105, 0.62954, -1.03579], [-2.02646, 0.15657, -0.54927], [0.42550, -2.79513, -1.04102], [-0.28675, -1.30619, -1.53770], [1.51251, -1.66210, 1.10731], [0.41526, 2.02050, -0.17127], [-2.06970, 0.89552, 0.33674], [-1.72073, -0.99190, 0.03941], [-2.85719, 0.13430, -1.41672]], "forces_ev_per_a": [[-2.1, 2.2, -1.8], [2.2, -7.5, -1.8], [-5.6, 0.5, -3.9], [5.5, 3.8, 5.6], [2.2, 0.2, 1.2], [-1.3, 0.2, -1.8], [0.6, -1.5, 2.0], [1.0, -0.7, 1.2], [1.5, -0.5, 2.0], [-2.0, 1.3, -1.1], [-0.6, 0.0, -0.4], [-1.7, -1.3, -1.4], [-1.8, 3.3, -2.1], [2.1, 0.0, 2.3]], "mulliken_charge": [-0.6157, -0.0977, 0.4120, -0.4819, -0.1608, -0.3083, -0.6006, 0.2828, 0.1970, 0.2355, 0.2738, 0.3995, 0.2626, 0.2018], "total_charge": 0, "smiles": "C=CC(=O)NOC", "relative_energy_kcal_mol": 139.0, "gap_ha": 0.36752, "lumo_ev": 0.35, "spin_multiplicity": 1, "fmax_ev_per_a": 8.75}

{"formula": "C46H37ClFN4O2S2Sc", "method": "ωB97M-V with the def2-TZVPD basis set", "species": ["Sc", "Cl", "C", "C", "C", "C", "O", "C", "C", "N", "C", "C", "C", "C", "C", "C", "C", "C", "N", "C", "C", "H", "H", "H", "H", "H", "H", "H", "H", "H", "H", "C", "C", "N", "N", "C", "S", "S", "C", "C", "C", "C", "C", "C", "C", "C", "C", "C", "C", "C", "C", "O", "H", "H", "H", "H", "H", "H", "H", "H", "H", "H", "H", "H", "H", "H", "F", "C", "C", "C", "C", "C", "C", "C", "H", "H", "H", "H", "H", "H", "C", "C", "C", "C", "C", "C", "C", "H", "H", "H", "H", "H", "H", "H"], "positions_angstrom": [[0.34142, 1.00640, 0.31047], [1.71808, 1.64542, 7.46135], [1.47281, 1.83506, 5.73676], [2.35029, 2.63264, 4.99782], [2.15186, 2.80195, 3.65166], [1.08137, 2.17809, 2.96310], [0.91854, 2.37865, 1.69820], [0.22688, 1.34385, 3.73281], [-0.91463, 0.65158, 3.17586], [-1.14088, 0.41769, 1.92916], [-2.42113, -0.07199, 1.57501], [-2.51451, -1.07040, 0.64183], [-3.76189, -1.55433, 0.20456], [-4.91648, -1.02139, 0.70288], [-4.86083, 0.02817, 1.64726], [-6.02540, 0.64382, 2.16775], [-5.91142, 1.68143, 3.03991], [-4.61247, 2.11367, 3.40313], [-3.51733, 1.56043, 2.97194], [-3.61251, 0.52222, 2.09508], [0.42673, 1.20827, 5.11462], [3.18542, 3.11143, 5.49320], [2.82653, 3.40683, 3.05930], [-1.64012, 0.30665, 3.91097], [-1.62623, -1.51400, 0.19916], [-3.77171, -2.34271, -0.53556], [-5.88180, -1.38832, 0.37311], [-6.99387, 0.27665, 1.84658], [-6.77822, 2.18604, 3.44746], [-4.49840, 2.95787, 4.07773], [-0.25132, 0.58813, 5.68882], [2.09769, 2.68244, -2.29241], [2.71412, 1.53136, -1.55668], [3.08575, 1.69497, -0.34059], [3.92442, 0.70779, 0.17133], [3.50701, -0.24393, 0.91411], [1.96792, -0.71565, 1.52403], [4.86173, -1.37335, 1.37881], [5.23475, -2.03365, -0.26415], [6.38555, -1.41261, -1.02010], [7.04762, -2.17215, -1.98208], [8.06854, -1.62842, -2.74793], [8.44636, -0.30578, -2.56011], [7.79366, 0.45769, -1.60141], [6.77328, -0.08950, -0.83570], [2.78451, 0.22094, -2.26482], [3.84558, -0.21146, -3.04196], [3.80529, -1.47039, -3.63169], [2.69131, -2.27994, -3.42226], [1.61989, -1.85582, -2.65074], [1.64294, -0.58626, -2.06249], [0.64633, -0.11774, -1.34461], [1.97084, 3.54292, -1.63566], [2.76417, 2.95426, -3.11678], [1.14358, 2.39196, -2.73454], [5.40842, -3.10476, -0.14797], [4.32469, -1.93203, -0.86302], [6.74504, -3.20222, -2.13806], [8.56696, -2.23796, -3.49261], [9.24142, 0.12627, -3.15623], [8.07730, 1.49285, -1.45099], [6.24360, 0.50565, -0.10363], [4.71883, 0.42156, -3.15736], [4.63903, -1.82280, -4.22578], [2.65393, -3.26754, -3.86826], [0.75704, -2.49297, -2.49355], [-7.08789, -5.68069, -1.64999], [-5.79100, -5.19142, -1.72755], [-4.81280, -5.68428, -0.88114], [-3.51716, -5.21180, -0.96078], [-3.11028, -4.18536, -1.88645], [-1.83367, -3.64840, -1.92215], [-4.17569, -3.74863, -2.75591], [-5.46888, -4.22957, -2.66712], [-5.06946, -6.44864, -0.15474], [-2.77668, -5.61396, -0.27707], [-1.58456, -2.83630, -2.59454], [-1.07284, -3.99063, -1.22953], [-3.95419, -2.98677, -3.49662], [-6.23620, -3.85592, -3.33785], [-1.18816, 2.17457, -0.72849], [-2.23786, 3.05908, -0.22517], [-1.94019, 4.26098, 0.43476], [-2.94001, 5.07340, 0.94757], [-4.27813, 4.72189, 0.81923], [-4.59467, 3.53419, 0.16821], [-3.59638, 2.72134, -0.34189], [-0.32995, 2.72620, -1.11782], [-1.53331, 1.43127, -1.44336], [-0.90097, 4.54340, 0.56683], [-2.66644, 5.99004, 1.45924], [-5.05910, 5.35630, 1.22221], [-5.62960, 3.23017, 0.05855], [-3.86192, 1.79602, -0.84446]], "forces_ev_per_a": [[0.5, -0.5, 0.4], [0.0, 0.0, 0.0], [0.0, 0.0, 0.0], [0.0, 0.0, 0.1], [0.0, 0.1, -0.1], [0.1, -0.1, 0.2], [-0.2, 0.1, -0.1], [0.0, 0.0, 0.0], [0.0, 0.0, -0.1], [0.1, 0.3, 0.3], [0.1, -0.2, -0.1], [0.0, 0.0, -0.1], [-0.1, 0.0, 0.0], [0.0, 0.0, 0.0], [-0.1, 0.1, 0.0], [0.1, -0.1, -0.1], [0.1, 0.1, 0.1], [-0.2, 0.0, 0.0], [0.1, 0.0, -0.1], [0.0, 0.0, 0.1], [0.0, 0.0, 0.0], [0.0, 0.0, 0.0], [0.0, 0.0, 0.0], [0.0, 0.0, 0.0], [0.0, 0.1, 0.1], [0.0, 0.0, 0.0], [0.0, 0.0, 0.0], [0.0, 0.0, 0.0], [0.0, 0.0, 0.0], [0.0, 0.0, 0.0], [0.0, 0.0, 0.0], [0.0, 0.0, 0.0], [0.0, -0.2, 0.0], [0.1, -0.2, 0.0], [-0.3, 0.1, 0.0], [0.3, -0.1, 0.1], [0.0, 0.1, 0.1], [-0.1, 0.0, 0.0], [0.0, 0.0, -0.1], [0.0, 0.0, 0.0], [0.0, 0.0, 0.0], [0.0, 0.0, 0.0], [0.0, 0.0, 0.0], [0.0, 0.0, 0.0], [0.0, 0.0, 0.0], [0.0, 0.1, 0.0], [0.0, -0.1, 0.0], [0.0, 0.0, 0.0], [0.0, 0.0, 0.0], [0.0, -0.1, -0.1], [0.1, 0.0, -0.1], [-0.2, 0.2, 0.2], [0.0, 0.0, 0.0], [0.0, 0.0, 0.0], [0.0, 0.0, 0.0], [0.0, 0.0, 0.0], [0.0, 0.0, 0.0], [0.0, 0.0, 0.0], [0.0, 0.0, 0.0], [0.0, 0.0, 0.0], [0.0, 0.0, 0.0], [0.0, 0.0, 0.0], [0.0, 0.0, 0.0], [0.0, 0.0, 0.0], [0.0, 0.0, 0.0], [0.0, 0.0, 0.0], [0.0, 0.0, 0.0], [0.0, 0.0, 0.0], [0.0, 0.0, 0.0], [0.0, 0.0, 0.1], [0.0, 0.0, -0.2], [-0.1, -0.1, 0.1], [0.0, 0.1, 0.0], [0.0, 0.0, 0.0], [0.0, 0.0, 0.0], [0.0, 0.0, 0.0], [0.0, 0.0, 0.0], [0.0, 0.0, 0.0], [0.0, 0.0, 0.0], [0.0, 0.0, 0.0], [-0.6, 0.2, 0.2], [0.2, -0.2, 0.0], [-0.1, 0.1, 0.1], [0.1, 0.0, 0.0], [-0.1, 0.0, 0.0], [0.0, 0.0, 0.0], [0.0, 0.0, 0.0], [0.1, 0.3, -0.4], [0.0, 0.1, -0.3], [0.0, 0.0, 0.0], [0.0, 0.0, 0.0], [0.0, 0.0, 0.0], [0.0, 0.0, 0.0], [0.0, 0.0, 0.0]], "mulliken_charge": [-0.2220, -0.2879, 0.1500, -0.5843, -0.5383, 0.2140, -0.3019, 0.7007, -0.0914, 0.6277, -0.5410, -0.7995, -0.2436, -1.3670, 1.3559, -0.9070, -0.4877, -0.5594, -0.2870, 0.8017, -1.1704, 0.3914, 0.4281, 0.3117, 0.8029, 0.3600, 0.4309, 0.4056, 0.3704, 0.4194, 0.4567, -1.6685, 0.6458, -0.5844, -0.1706, 0.4972, -0.4428, -0.2867, -0.4400, 0.8151, -0.3996, -0.5705, -0.3741, -0.8525, -0.1244, 0.4924, -0.4478, -0.5627, -0.7684, -0.5026, 0.4661, -0.0156, 0.3940, 0.3500, 0.3653, 0.6176, -0.3569, 0.3497, 0.3637, 0.3754, 0.3845, 0.3399, 0.4128, 0.3790, 0.4194, 0.3566, -0.4023, 0.4206, -0.4767, -0.4737, 0.7940, -1.7253, -0.3040, -0.5380, 0.3784, 0.2751, 0.1905, 0.1673, 0.2882, 0.3625, -1.7341, 1.2000, -0.3560, -0.6459, -0.6500, -0.5978, -0.1802, 0.5795, 0.3705, 0.2916, 0.3582, 0.3773, 0.3925, 0.3428], "total_charge": -2, "relative_energy_kcal_mol": 60.3, "gap_ha": 0.15096, "lumo_ev": 3.87, "spin_multiplicity": 1, "fmax_ev_per_a": 0.78}